10
Properties=species:S:1:pos:R:3:lowdin_charge:R:1 method="wB97M-V/def2-TZVPD" charge=+1 multiplicity=3 homo_ev="-13.019 / -14.201" molar_mass_g_mol=109.20 homo_lumo_gap_ev="7.8 / 6.9" e_above_lowest_kj_mol=255.9 largest_force_ha_per_bohr=0.116
C 0.88973 0.31538 -0.09107 -0.394
N -1.16382 -0.90297 0.27058 -0.009
N 0.83521 1.21852 0.90226 0.088
S 0.72647 -1.01586 -2.87882 0.329
S 1.46624 0.28271 -1.74581 0.427
H -0.41956 -1.50524 0.59442 0.010
H -1.63254 -1.18169 -0.63812 0.059
H 0.39153 2.06286 0.59551 0.120
H 0.56761 0.84414 1.84512 0.150
H -1.66089 -0.11785 1.14593 0.220

7
Properties=species:S:1:pos:R:3:lowdin_charge:R:1 method="wB97M-V/def2-TZVPD" multiplicity=3 homo_ev="-9.414 / -10.700" molar_mass_g_mol=64.12 homo_lumo_gap_ev="10.2 / 8.1" e_above_lowest_kj_mol=51.6 largest_force_ha_per_bohr=0.053
O 0.71680 1.04318 -1.59606 -0.013
O 0.71412 0.06109 -0.20245 -0.363
Si -0.55018 -0.34598 0.72258 0.532
H 1.59399 0.78859 -1.89036 0.042
H -1.86336 -0.07455 0.16670 -0.076
H -0.36195 0.31280 2.01598 -0.067
H -0.24941 -1.78513 0.78361 -0.056

74
Properties=species:S:1:pos:R:3:lowdin_charge:R:1 method="wB97M-V/def2-TZVPD" homo_ev=-8.005 molar_mass_g_mol=818.68 homo_lumo_gap_ev=7.6 largest_force_ha_per_bohr=0.065
Zn -16.72396 -10.45366 -0.11620 0.640
C -16.04304 -7.63846 -0.28696 -0.250
O -15.65374 -8.99603 -0.53719 -0.440
H -15.18180 -6.97880 -0.37338 0.058
H -16.84261 -7.27182 -0.92303 0.047
H -16.43602 -7.48813 0.78179 0.060
C -19.02154 -11.96572 1.05409 -0.352
O -18.09782 -11.92387 0.11387 -0.405
H -18.77360 -11.42890 2.02729 0.053
H -19.93273 -11.41606 0.79744 0.065
H -19.22075 -12.94693 1.36865 0.051
C -10.45701 -11.19626 2.90389 0.032
N -11.09983 -10.11432 3.60631 -0.405
O -11.33924 -10.30229 4.81982 0.038
O -11.36695 -9.06989 2.99604 0.066
H -11.17448 -11.98751 2.79819 0.101
H -9.65450 -11.62712 3.48275 0.106
H -10.13007 -10.89403 1.95594 0.083
C -18.17976 -9.72923 5.41217 0.034
N -18.86670 -8.63502 6.09491 -0.423
O -19.43945 -7.79108 5.42073 0.062
O -18.73722 -8.59228 7.32822 0.053
H -18.65192 -9.83777 4.43656 0.083
H -18.28136 -10.64028 5.96605 0.099
H -17.13791 -9.50023 5.31234 0.083
N -18.89748 -8.85138 0.37533 0.067
C -19.64365 -8.41441 -0.66870 -0.117
C -20.76799 -7.67034 -0.47377 -0.078
C -21.17111 -7.30015 0.76241 -0.091
C -20.42102 -7.68084 1.81723 -0.048
C -19.22414 -8.42802 1.60892 -0.097
H -19.39079 -8.71538 -1.66255 0.092
H -21.22148 -7.31564 -1.35231 0.095
H -22.07041 -6.75401 0.96144 0.110
H -20.76584 -7.41088 2.79757 0.095
H -18.60062 -8.81881 2.42468 0.086
N -15.17139 -11.88529 -0.23545 0.040
C -14.02946 -11.43441 -0.82087 -0.099
C -12.90997 -12.22242 -0.86816 -0.062
C -12.93520 -13.52114 -0.37025 -0.060
C -14.08202 -13.91528 0.27347 -0.099
C -15.17793 -13.09450 0.37104 -0.176
H -14.02685 -10.42312 -1.20481 0.096
H -11.97893 -11.80361 -1.23325 0.107
H -12.04064 -14.13123 -0.38338 0.111
H -14.09592 -14.84883 0.81477 0.101
H -16.14646 -13.49420 0.71172 0.058
N -17.24000 -10.46423 -2.39388 0.055
C -16.46759 -10.05150 -3.40815 -0.125
C -16.88282 -10.17908 -4.71882 -0.058
C -18.19501 -10.63085 -4.98236 -0.043
C -18.98820 -11.05947 -3.90772 -0.071
C -18.50561 -10.98173 -2.62931 -0.141
H -15.45597 -9.69558 -3.19700 0.111
H -16.26463 -9.92016 -5.53915 0.089
H -18.49574 -10.56524 -6.01316 0.099
H -20.01456 -11.42940 -3.96481 0.110
H -19.07328 -11.35533 -1.80686 0.080
N -16.23829 -10.49144 2.40579 0.065
C -15.43094 -9.49623 2.79191 -0.110
C -14.61298 -9.56720 3.92125 -0.059
C -14.63969 -10.73217 4.65241 -0.080
C -15.42369 -11.79689 4.20537 -0.068
C -16.21774 -11.65006 3.10088 -0.155
H -15.25603 -8.73477 2.03785 0.093
H -13.82412 -8.84836 4.16596 0.107
H -14.02097 -10.83335 5.49608 0.090
H -15.63743 -12.69221 4.79651 0.113
H -16.86558 -12.47648 2.77600 0.110
C -17.47428 -14.48798 -1.40291 -1.632
Br -19.29218 -14.66643 -2.02911 0.590
Br -16.19183 -14.42372 -2.80033 0.624
Br -17.13616 -15.88459 -0.09417 0.602
H -17.44901 -13.48422 -0.92742 -0.070

13
Properties=species:S:1:pos:R:3:lowdin_charge:R:1 method="wB97M-V/def2-TZVPD" charge=+1 multiplicity=3 homo_ev="-12.453 / -15.475" molar_mass_g_mol=70.11 homo_lumo_gap_ev="7.7 / 6.8" e_above_lowest_kj_mol=186.0 largest_force_ha_per_bohr=0.083
C -0.34582 -0.28167 -1.14610 0.146
C -0.83492 -0.78295 -2.35637 0.242
C -0.30750 1.32881 0.76373 -0.058
C 0.83939 -0.86328 0.81250 -0.005
N -0.04000 0.10517 0.13818 -0.192
H -0.18063 -0.70408 -3.12168 0.056
H 0.00156 1.51108 1.84683 0.135
H 0.24877 2.07871 0.21484 0.105
H -1.40160 1.58431 0.93374 0.131
H 1.76746 -0.41503 1.27970 0.132
H 0.24762 -1.40040 1.68488 0.164
H 0.94550 -1.73823 0.30006 0.052
H -1.78666 -1.24947 -2.45649 0.092

73
Properties=species:S:1:pos:R:3:lowdin_charge:R:1 method="wB97M-V/def2-TZVPD" multiplicity=3 homo_ev="-5.747 / -7.756" molar_mass_g_mol=690.50 homo_lumo_gap_ev="5.8 / 7.8" e_above_lowest_kj_mol=2.9 largest_force_ha_per_bohr=0.017
Ti 0.56432 0.13699 -0.05378 0.753
C -0.56075 -6.84149 -1.17710 -0.095
C 0.50866 -5.98803 -1.42224 -0.090
C 0.41040 -4.64718 -1.09020 -0.102
C -0.75891 -4.13623 -0.52360 -0.359
C -1.82272 -4.99734 -0.27952 -0.083
C -1.72099 -6.34501 -0.60400 -0.085
P -0.78594 -2.33554 -0.19203 1.076
C -2.30377 -2.12496 0.80668 -0.368
C -3.50640 -1.63936 0.30742 -0.071
C -4.60042 -1.48220 1.14842 -0.080
C -4.50256 -1.81237 2.49273 -0.088
C -3.30459 -2.29783 3.00114 -0.080
C -2.21209 -2.44739 2.16113 -0.110
C -1.20471 -1.58547 -1.79609 -0.439
C -1.86434 -2.19731 -2.85510 -0.098
C -2.09322 -1.46697 -4.01448 -0.102
C -1.66665 -0.14636 -4.08944 -0.108
C -0.99671 0.43939 -3.01731 -0.147
C -0.71925 -0.26349 -1.83849 -0.232
H -0.48799 -7.89159 -1.42981 0.099
H 1.41797 -6.37213 -1.86704 0.100
H 1.24439 -3.97789 -1.27478 0.101
H -2.73448 -4.61680 0.16416 0.103
H -2.55501 -7.00789 -0.41042 0.102
H -3.58268 -1.36858 -0.73867 0.103
H -5.53289 -1.09813 0.75427 0.101
H -5.35659 -1.68400 3.14557 0.100
H -3.21924 -2.54777 4.05144 0.105
H -1.27168 -2.81299 2.56072 0.106
H -2.19630 -3.22830 -2.78511 0.103
H -2.60268 -1.92377 -4.85423 0.096
H -1.85079 0.42388 -4.99346 0.093
H -0.67844 1.47537 -3.12214 0.076
N 2.26800 2.18529 -1.96756 0.136
C 1.47584 2.96180 -1.14987 -0.377
C 1.55062 4.35618 -1.18116 -0.023
C 0.76955 5.08865 -0.31701 -0.069
C -0.09346 4.42857 0.55509 -0.061
C -0.12067 3.05386 0.51843 -0.101
N 0.67112 2.32184 -0.29191 0.014
H 2.65150 2.65826 -2.76949 0.102
H 1.90677 1.26444 -2.18558 0.071
H 2.21407 4.85081 -1.87906 0.111
H 0.82368 6.16953 -0.32781 0.109
H -0.73065 4.97575 1.23374 0.105
H -0.75374 2.47806 1.18175 0.108
O 2.45664 -0.68781 -0.58878 -0.639
S 3.87943 -0.21062 -0.29742 1.011
C 4.67137 -1.53425 0.64276 -0.309
C 5.48491 -0.81572 1.70842 -0.224
C 4.53562 0.21870 2.31975 -0.209
C 3.79535 0.89204 1.16140 -0.284
H 5.25467 -2.14490 -0.04326 0.094
H 3.85611 -2.12152 1.06649 0.094
H 6.34948 -0.32028 1.25816 0.115
H 5.86022 -1.51639 2.45321 0.120
H 5.06916 0.95429 2.92011 0.117
H 3.82382 -0.28782 2.96933 0.100
H 4.23710 1.84037 0.85936 0.092
H 2.72884 1.04468 1.34440 0.073
F 0.80637 -1.87333 6.81149 0.106
C 0.57970 -1.34994 5.59883 -0.154
C 1.34807 -1.72163 4.51324 -0.154
F 2.33603 -2.61482 4.65902 0.108
C 1.10552 -1.16305 3.27245 -0.153
F 1.88605 -1.55234 2.23466 0.050
C 0.10423 -0.21233 3.03606 -0.302
O -0.11933 0.31467 1.87103 -0.189
C -0.64831 0.14440 4.16789 -0.145
F -1.62643 1.04955 4.03847 0.108
C -0.42276 -0.41051 5.41281 -0.148
F -1.17024 -0.03718 6.45585 0.117